Below is a molecular structure, C22H35BCl2CoF4N2O4SbSi3, with properties calculated with the ωB97M-V functional and the def2-TZVPD basis.

Each line ends with the Löwdin charge.
Cartesian coordinates (Å):
Co 2.9274 0.3391 -0.5094  0.8243
O 3.2697 0.5328 1.4596  -0.1736
N 4.3212 0.0993 2.0427  0.0323
N 5.0981 -0.6078 1.1971  -0.2115
O 4.7281 -0.6135 -0.0529  -0.1358
C 6.2921 -1.1149 1.6863  -0.2221
C 6.5749 -0.9745 3.0555  -0.0234
C 7.9132 -1.0641 3.4129  -0.0849
C 8.8768 -1.6529 2.5437  -0.1172
C 8.5255 -1.9775 1.2542  -0.0776
C 7.2102 -1.6010 0.7991  -0.0071
H 5.7350 -0.8330 3.7688  0.1187
H 8.2861 -0.8079 4.4174  0.1011
H 9.7997 -1.9068 3.0095  0.0817
H 9.2481 -2.4325 0.5643  0.1006
H 6.9881 -1.5779 -0.2832  0.1204
Cl 1.1113 3.5607 -6.4404  0.6375
C 1.9193 2.4783 -5.3790  -0.6820
C 2.5314 1.2410 -5.7058  -0.1199
C 2.9544 0.3852 -4.7198  -0.6121
Cl 3.2905 -1.2375 -5.0850  0.7338
C 2.8888 0.8455 -3.3305  -0.3324
O 2.9450 -0.0015 -2.3997  -0.0684
C 2.7390 2.2575 -3.0903  -0.1567
C 3.1708 2.8887 -1.8921  -0.1345
O 3.3623 2.4068 -0.7135  -0.0547
C 2.0389 2.9893 -4.0613  -0.0781
H 2.6340 0.9226 -6.7547  0.1126
H 3.2660 4.0019 -1.9375  0.1365
H 1.5956 3.9469 -3.7447  0.1161
F 1.8161 -1.9397 -0.9208  0.1041
B 0.6248 -1.2309 -0.5907  -1.2701
F -0.1130 -1.0295 -1.7081  0.1066
F -0.0763 -2.0232 0.4092  0.0301
F 0.9305 0.0617 -0.0092  0.0362
C -4.8467 2.8994 -0.6147  -0.2558
Si -5.1415 1.0644 -0.5443  0.2691
C -6.0459 0.5965 1.0221  -0.2519
C -6.1336 0.3412 -1.9730  -0.2580
Sb -2.7079 0.0111 -0.3445  0.9204
Si -3.6059 -2.3233 0.2935  0.2688
C -5.3719 -2.8879 0.4100  -0.2260
C -3.0311 -3.2836 -1.2296  -0.2415
C -2.6439 -2.7635 1.8577  -0.2503
Si -1.9391 1.1920 1.9181  0.4020
C -3.3397 1.6844 3.1280  -0.2392
C -0.6500 2.5717 1.3079  -0.2259
C -0.8910 -0.1314 2.8118  -0.2454
H -5.2627 3.3596 0.2943  0.0228
H -5.3472 3.4137 -1.4426  0.0191
H -3.7817 3.1744 -0.6454  0.0119
H -5.9375 1.3241 1.8737  0.0309
H -5.7261 -0.3661 1.4288  -0.0086
H -7.0758 0.5307 0.7724  0.0032
H -6.8841 1.1172 -2.2851  0.0216
H -6.7364 -0.5956 -1.6930  0.0409
H -5.5005 0.0810 -2.8986  0.0448
H -5.5216 -3.0572 -0.7005  0.0348
H -6.0542 -2.2497 0.9195  -0.0146
H -5.2504 -3.8778 0.8975  0.0383
H -3.7434 -3.2189 -2.0784  0.0365
H -2.9145 -4.2916 -0.8597  0.0204
H -2.0503 -2.8943 -1.5098  0.0070
H -2.9677 -2.2946 2.8480  0.0399
H -1.6204 -2.3491 1.6717  -0.0098
H -2.5489 -3.8473 2.0684  0.0279
H -4.0896 2.2926 2.6444  -0.0178
H -2.8335 2.3458 3.8974  0.0393
H -3.8557 0.9044 3.6662  0.0162
H -1.2312 3.3521 0.7859  -0.0022
H 0.0456 2.0505 0.5731  0.0211
H -0.1042 2.9507 2.2135  0.0290
H -0.2638 -0.7959 2.2180  0.0083
H -1.6412 -0.6411 3.4483  0.0070
H -0.1785 0.2807 3.5573  0.0351

Forces on the atoms, in the same order (eV/Å):
1.1033 -0.3656 0.4302
1.0372 -0.0963 1.5795
0.0644 -0.9840 -1.7507
-3.6310 2.4160 0.9625
0.8088 -0.8542 -0.5870
0.4990 0.0367 0.1525
0.3125 0.0340 0.6393
0.1415 -0.9089 0.3112
-1.3971 0.5093 0.4049
-1.0817 0.4922 -0.4980
1.9795 -0.3424 -0.9549
1.0089 0.4246 -0.5997
-0.6139 -0.2725 -0.3759
0.8387 -0.0296 -0.1689
-0.4452 0.2017 0.2957
-0.0606 -0.2756 0.8477
-0.2084 -0.1455 -1.0345
0.6761 1.0249 2.9506
-0.3143 0.1033 -0.7324
-0.7654 1.8356 0.6658
0.3817 -0.5198 0.0540
0.1046 -0.7777 -0.1479
0.5247 -0.0099 -0.4682
-0.2552 -0.8989 -0.3859
-0.5831 0.1181 3.1956
-0.2283 0.3202 -3.0468
0.4243 -0.2344 -1.6191
-0.3786 0.1716 0.5435
-0.0065 -0.6076 -0.1811
0.3816 -0.3612 -0.6077
-0.3109 0.9767 0.6805
-0.1491 -2.0908 0.6682
-0.3235 0.0226 -0.5471
0.7055 1.0039 -1.1027
0.3311 -0.2096 0.0075
-0.2627 1.0763 0.0350
1.7958 -1.2348 0.5125
0.5583 0.7277 1.3233
-0.5767 -0.6865 -1.3134
-1.1766 0.8250 0.2128
1.0048 0.4894 0.3055
0.9097 -0.9340 -1.3800
0.1256 0.5577 0.3476
0.6972 0.2980 1.0187
1.0838 -0.8633 -0.7434
1.4737 1.4457 0.4345
-0.7903 -1.0085 0.2705
-0.1845 0.6913 1.2350
0.1028 -0.1049 -0.0886
0.0836 -0.1066 -0.0653
-0.3228 -0.2415 -0.0758
-0.0787 -0.5073 -0.9250
-0.0019 0.1739 -0.2267
-1.2856 -0.1174 0.0060
0.5014 -0.6502 0.0973
0.9943 1.2900 -0.2523
-0.9077 0.4389 1.4080
-0.8128 0.2244 1.3791
-0.7879 0.1403 0.0964
-0.4277 0.4452 -0.2056
0.4565 -0.0961 0.5155
0.0067 -0.6838 -0.3356
-0.0483 -0.1946 -0.2144
0.0042 -0.4365 -1.4701
-0.8704 -0.6650 0.2747
-0.0677 0.3549 -0.2816
-0.1961 0.2732 -0.2027
-0.5980 -0.5988 -0.5859
0.1010 -0.5598 -0.0520
0.5531 -0.0182 0.2510
-0.8714 0.7260 1.0990
-0.3786 -0.1490 -1.0084
-0.5520 -0.0451 -0.1340
0.5296 -0.3343 -0.4741
-0.3546 0.3511 -0.3686

Properties
- Largest force on an atom: 4.47 eV/Å
- <S²>: 3.757
- LUMO (spin up / spin down): 1.78 / 1.79 eV
- Charge: -1
- 2S+1: 4

Below is 2 unconnected molecules or ions with the total composition CH4O2S, with properties calculated with the ωB97M-V functional and the def2-TZVPD basis.

Each line ends with the natural charge from an NBO analysis.
Cartesian coordinates (Å):
O 1.9121 1.3321 0.3932  -0.5760
C 1.3659 0.3077 0.1045  0.6314
O 2.0370 -0.6566 -0.6063  -0.6926
H 0.3046 0.0749 0.2699  0.1413
H 2.9661 -0.4186 -0.4874  0.4892
S -2.6143 0.1295 0.5115  -0.2812
H -3.1106 -1.0942 0.5816  0.1446
H -2.8608 0.3252 -0.7669  0.1434

Forces on the atoms, in the same order (eV/Å):
-0.2957 0.0415 0.5684
0.7693 -0.0347 -1.1945
-0.8917 0.1002 1.0022
0.2234 -0.1773 -0.0343
0.1946 0.0611 -0.3426
0.4213 0.5500 0.8391
-0.2036 -0.3901 -0.2368
-0.2176 -0.1508 -0.6015

Properties
- Largest force on an atom: 1.42 eV/Å
- LUMO: 0.72 eV
- ΔE to the lowest compared entry with this formula, charge and spin: 16.8 kJ/mol

Below is a molecular structure, C40H41AlN5O2STe2, with properties calculated with the ωB97M-V functional and the def2-TZVPD basis.

Each line ends with the Löwdin charge.
Cartesian coordinates (Å):
Al 0.0458 -0.5524 -0.8887  0.3407
N 6.2661 -3.2781 5.0244  0.0812
C 5.7944 -2.6482 3.8670  -0.3297
C 4.7083 -1.7751 3.9312  -0.0319
C 4.2734 -1.1158 2.7960  -0.0522
C 4.9125 -1.3225 1.5828  -0.3012
C 5.9876 -2.1910 1.5072  -0.0613
C 6.4319 -2.8448 2.6433  -0.0349
S 4.3566 -0.4811 0.1234  0.5784
O 5.1038 -1.0198 -0.9832  -0.3099
O 4.4593 0.9313 0.3921  -0.3332
N 2.7722 -0.7885 -0.0074  -0.1046
C 2.3500 -2.0458 -0.0622  -0.4413
N 3.1279 -3.1211 0.1877  0.1466
C 2.5414 -4.2989 0.2025  -0.1132
C 1.1815 -4.5023 -0.0207  -0.0424
C 0.4456 -3.3820 -0.3166  -0.1111
N 1.0167 -2.1756 -0.3624  0.0439
H 5.5716 -3.3931 5.7456  0.0805
H 6.7668 -4.1359 4.8543  0.0800
H 4.2052 -1.6143 4.8780  0.1074
H 3.4217 -0.4522 2.8529  0.0964
H 6.4572 -2.3584 0.5476  0.1113
H 7.2771 -3.5212 2.5834  0.1060
H 3.1922 -5.1445 0.4087  0.1108
H 0.7346 -5.4834 0.0117  0.0984
H -0.6159 -3.3829 -0.5388  0.1038
Te 1.1948 1.9571 -1.1106  1.1420
C 1.3737 4.1876 -0.9316  -0.4307
C 0.9664 5.1611 -1.8267  -0.1812
C 1.3374 6.4914 -1.6484  -0.0995
C 2.1398 6.8567 -0.5796  -0.1092
C 2.5830 5.8784 0.3024  -0.0914
C 2.2048 4.5561 0.1240  -0.1408
C 0.6982 2.1217 0.9925  -0.4993
C -0.4897 2.7693 1.3119  -0.1387
C -0.8819 2.8944 2.6371  -0.0899
C -0.0971 2.3624 3.6505  -0.0980
C 1.0871 1.7119 3.3321  -0.0850
C 1.4894 1.5949 2.0066  -0.1364
H 0.3651 4.8876 -2.6864  -0.0105
H 0.9957 7.2392 -2.3546  0.0963
H 2.4282 7.8913 -0.4397  0.0927
H 3.2316 6.1419 1.1293  0.0984
H 2.5785 3.8083 0.8143  0.0925
H -1.1183 3.1803 0.5281  0.0892
H -1.8130 3.3958 2.8725  0.1035
H -0.4060 2.4560 4.6844  0.0950
H 1.7156 1.3119 4.1204  0.0961
H 2.4324 1.1340 1.7567  0.0533
C -2.9830 0.1177 1.4740  -0.0651
C -3.3134 -1.3520 1.2386  -0.3752
C -2.2152 -2.2608 1.7992  -0.0699
C -3.6958 -1.6731 -0.1969  -0.1530
C -5.0210 -2.0137 -0.4211  -0.0868
C -5.4930 -2.3927 -1.6692  -0.1331
C -4.5653 -2.4972 -2.6934  -0.0800
C -3.2217 -2.1809 -2.5317  -0.1554
C -2.3197 -2.4631 -3.7232  -0.3775
C -1.8019 -1.2146 -4.4287  -0.0938
C -1.1585 -3.4037 -3.3953  -0.0737
C -2.7499 -1.6561 -1.2815  -0.2917
N -1.4914 -1.2289 -1.1003  -0.0246
H -2.7405 0.2981 2.5252  0.0731
H -3.8222 0.7595 1.1984  0.0745
H -2.1293 0.4260 0.8751  0.0407
H -4.2109 -1.5701 1.8294  0.1156
H -1.2636 -2.0704 1.3065  0.0338
H -2.4716 -3.3134 1.6557  0.0804
H -2.0879 -2.0818 2.8708  0.0736
H -5.7066 -1.9867 0.4219  0.0987
H -6.5349 -2.6409 -1.8271  0.0804
H -4.8905 -2.8555 -3.6660  0.0985
H -2.9558 -2.9946 -4.4398  0.1157
H -1.1643 -0.6327 -3.7679  0.0011
H -2.6230 -0.5654 -4.7411  0.0767
H -1.2235 -1.4861 -5.3171  0.0777
H -0.4422 -2.9036 -2.7444  0.0362
H -0.6376 -3.6949 -4.3117  0.0747
H -1.5116 -4.3095 -2.8967  0.0815
Te -0.3964 2.4356 -3.5020  0.8597
C -2.2188 2.5887 -2.4438  -0.6251
C -3.0978 1.5100 -2.4427  -0.1411
C -4.3140 1.5951 -1.7768  -0.0734
C -4.6544 2.7532 -1.0922  -0.1008
C -3.7760 3.8293 -1.0810  -0.1033
C -2.5663 3.7516 -1.7584  -0.1683
H -2.8362 0.5952 -2.9528  0.0544
H -4.9762 0.7388 -1.7857  0.1009
H -5.5977 2.8154 -0.5629  0.0967
H -4.0305 4.7365 -0.5456  0.0965
H -1.8914 4.6000 -1.7431  0.0836

Forces on the atoms, in the same order (eV/Å):
-0.8653 -0.1136 -0.1093
0.0053 -0.0091 0.0128
-0.0147 0.0099 0.0017
0.0068 -0.0106 0.0040
0.0442 -0.0123 -0.0251
0.0085 0.0155 0.0374
0.0106 0.0033 0.0086
0.0050 0.0057 -0.0126
0.0073 0.0487 0.0116
0.0078 0.0013 -0.0101
-0.0730 0.0147 0.0427
-0.0365 -0.1352 -0.0760
-0.0565 0.0420 0.0670
-0.0177 -0.1847 -0.0684
0.1003 0.0549 0.0167
-0.0783 -0.0106 -0.0063
-0.1445 -0.0300 -0.0405
0.5441 0.4462 0.0817
0.0012 -0.0018 -0.0008
-0.0018 0.0020 0.0007
-0.0014 0.0005 0.0016
-0.0381 0.0461 -0.0017
-0.0078 0.0000 -0.0014
0.0033 -0.0005 0.0032
0.0116 -0.0060 -0.0043
-0.0197 0.0094 0.0029
0.0416 -0.0197 0.0018
0.2687 -0.0377 0.1758
-0.0651 -0.0168 0.0217
-0.0836 -0.0472 -0.0472
0.0162 0.0120 0.0391
-0.0068 -0.0235 -0.0095
-0.0115 0.0199 -0.0259
0.0311 0.0043 0.0133
0.1000 -0.0402 0.0586
-0.0439 -0.0224 0.0374
-0.0448 -0.0200 -0.0464
0.0253 -0.0231 0.0141
0.0043 0.0129 0.0216
-0.0359 -0.0059 0.0024
0.0074 0.0398 0.0840
0.0006 0.0002 0.0020
0.0044 -0.0010 0.0016
-0.0003 0.0005 -0.0014
-0.0156 0.0037 -0.0017
0.0117 -0.0102 0.0024
0.0014 0.0007 0.0113
-0.0003 -0.0014 -0.0015
-0.0085 0.0013 -0.0037
0.0850 -0.0538 -0.0264
0.0197 0.1186 0.0045
-0.0092 -0.0266 0.0185
-0.0083 0.0071 -0.0113
0.0217 0.0164 -0.0127
-0.0047 0.0115 0.0036
0.0140 0.0099 -0.0096
-0.0149 0.0050 -0.0054
-0.0358 0.0206 -0.0012
-0.0053 -0.0205 0.0187
-0.0144 0.0286 -0.0315
0.0437 0.0334 -0.0190
0.0013 0.0251 0.1620
0.1956 0.1301 -0.1610
0.0002 0.0052 0.0169
-0.0163 -0.0068 -0.0072
0.0534 0.0354 -0.0427
0.0011 0.0119 -0.0006
-0.0095 0.0152 0.0290
0.0034 -0.0025 -0.0027
0.0015 -0.0045 -0.0044
0.0068 0.0035 -0.0087
0.0021 -0.0040 0.0023
0.0037 -0.0077 -0.0075
0.0173 -0.0017 -0.0155
0.0808 0.0118 -0.0062
-0.0071 -0.0504 -0.0682
0.0053 0.0303 0.0129
-0.0254 -0.0438 -0.0450
-0.0087 -0.0188 0.0012
0.0000 0.0018 0.0114
-0.0173 -0.2129 -0.2411
0.0277 -0.0609 0.0121
-0.0657 0.0480 0.0456
0.0331 -0.0290 0.0006
0.0161 0.0020 -0.0107
-0.0214 -0.0167 0.0108
0.0708 0.0529 0.0190
-0.0093 0.0127 0.0726
-0.0307 -0.0504 0.0349
0.0032 -0.0024 -0.0025
-0.0041 -0.0023 0.0022
0.0034 -0.0330 -0.0238

Properties
- Largest force on an atom: 0.88 eV/Å
- LUMO: 1.75 eV
- Charge: -1
- ΔE to the lowest compared entry with this formula, charge and spin: 313.0 kJ/mol

Below is 2 unconnected molecules or ions with the total composition C6H12O, with properties calculated with the ωB97M-V functional and the def2-TZVPD basis.

Each line ends with the natural charge from an NBO analysis.
Cartesian coordinates (Å):
C 0.6740 0.2248 -2.8362  -0.6051
C 0.2082 -0.2593 -1.4651  -0.4234
C 0.9576 0.4328 -0.3543  0.0543
C 1.4021 -0.2645 0.8493  -0.1059
O 2.3185 0.0445 -0.1900  -0.5004
H 0.1436 -0.2919 -3.6421  0.2102
H 0.5014 1.3010 -2.9542  0.2016
H 1.7461 0.0386 -2.9540  0.2163
H -0.8683 -0.0778 -1.3444  0.2042
H 0.3665 -1.3414 -1.3777  0.2071
H 0.8035 1.5132 -0.2857  0.1784
H 1.5383 0.2849 1.7791  0.1854
H 1.1652 -1.3213 0.9656  0.1787
C -1.7663 -0.1289 1.6342  -0.3896
C -1.7456 -0.1431 2.9596  -0.3879
H -1.7539 -1.0476 1.0519  0.1943
H -1.8010 0.8053 1.0803  0.1927
H -1.7643 0.7758 3.5393  0.1949
H -1.7153 -1.0757 3.5146  0.1943

Forces on the atoms, in the same order (eV/Å):
0.0351 0.0275 -0.0601
-0.0324 -0.0311 0.0340
-0.1930 0.0781 -0.1171
-0.1647 -0.0760 0.2547
0.2259 0.0028 -0.1129
0.0769 0.0739 0.1098
0.0260 -0.1488 0.0146
-0.1417 0.0381 -0.0151
0.1562 -0.0134 0.0179
-0.0102 0.1438 0.0232
0.0274 -0.1510 -0.0094
-0.0049 -0.0508 -0.1293
0.0387 0.1106 -0.0328
-0.0414 0.0077 0.0852
-0.0233 -0.0086 -0.0843
0.0025 0.1404 0.0850
0.0064 -0.1186 0.0442
0.0129 -0.1182 -0.0732
0.0034 0.0933 -0.0347

Properties
- Largest force on an atom: 0.31 eV/Å
- LUMO: 1.09 eV
- ΔE to the lowest compared entry with this formula, charge and spin: 231.4 kJ/mol

Below is 2 unconnected molecules or ions with the total composition C3H5NO, with properties calculated with the ωB97M-V functional and the def2-TZVPD basis.

Each line ends with the natural charge from an NBO analysis.
Cartesian coordinates (Å):
O 1.3851 -0.3876 1.3917  -0.6303
C 2.0399 -0.1751 0.3666  0.1856
C 1.3561 0.4947 -0.6642  -0.0196
C -2.1274 0.1070 -0.1700  -0.0173
N -0.8629 0.0809 -0.1897  -0.5806
H 3.1445 -0.3662 0.3327  0.1538
H 0.9016 0.0600 -1.5297  0.1870
H -2.6692 0.3503 -1.0827  0.1723
H -2.6250 -0.0479 0.7957  0.1666
H -0.5427 -0.1160 0.7496  0.3824

Forces on the atoms, in the same order (eV/Å):
0.4987 -0.4608 0.6110
-0.9965 0.1476 0.3148
0.1528 0.3248 -0.4903
0.4189 0.3657 -0.0497
-0.0029 0.0407 0.5158
-0.5042 0.1991 -0.3340
0.4535 -0.2893 -0.5406
-0.2127 -0.1411 0.1890
-0.3906 -0.0273 -0.5242
0.5829 -0.1595 0.3082

Properties
- Largest force on an atom: 1.06 eV/Å
- LUMO: -0.35 eV
- ΔE to the lowest compared entry with this formula, charge and spin: 504.7 kJ/mol

Below is a molecular structure, CNO4S, with properties calculated with the ωB97M-V functional and the def2-TZVPD basis.

Each line ends with the natural charge from an NBO analysis.
Cartesian coordinates (Å):
C -0.3070 1.4477 0.2635  0.9575
N 0.1907 -1.3150 -0.2692  0.5009
O -0.4834 1.5374 1.4581  -0.6377
O -0.6613 1.5436 -0.8532  -0.5935
O -0.9386 -0.9683 -0.3938  -0.3948
O 0.5782 -2.4330 -0.1167  -0.4195
S 1.6214 0.1875 -0.0887  -0.4129

Forces on the atoms, in the same order (eV/Å):
-0.9036 -0.1216 1.9848
2.4829 2.5877 0.7615
0.5771 0.1228 -1.9491
-0.1775 1.0513 -0.2741
-1.2301 -0.3123 -0.2642
0.4252 -1.2499 -0.1324
-1.1740 -2.0780 -0.1264

Properties
- Largest force on an atom: 3.67 eV/Å
- LUMO: 3.65 eV
- Charge: -1
- ΔE to the lowest compared entry with this formula, charge and spin: 248.0 kJ/mol